Arrangement P

C3H10N2S in the gas phase. Source: OMol25; level of theory: ωB97M-V with the def2-TZVPD basis set.

Results
molar mass: 106.194 g mol⁻¹
SMILES: NC[C@H](N)CS
HOMO level: -9.10 eV
LUMO energy: 0.9 eV

The geometry in XYZ format:
```
16
Properties=species:S:1:pos:R:3:mulliken_charge:R:1
H 0.01 -1.43 0.06 0.186
C -1.04 0.27 -0.79 -0.640
C 1.40 -0.08 -0.77 -0.780
H -0.74 1.18 -1.29 0.391
N -2.30 0.55 -0.09 -0.692
H 0.75 -0.37 1.96 0.258
S 2.85 -0.99 -0.19 -0.219
H 2.66 -0.82 1.13 0.090
H 1.59 1.00 -0.83 0.397
H 1.23 -0.44 -1.79 0.317
C 0.11 -0.33 0.02 0.263
H -2.29 1.47 0.32 0.288
H -1.30 -0.43 -1.59 0.339
H -2.43 -0.09 0.69 0.228
N 0.21 0.25 1.37 -0.664
H -0.72 0.26 1.78 0.237
```

***

Arrangement Q

C3H10N2S in the gas phase. Source: OMol25; level of theory: ωB97M-V with the def2-TZVPD basis set.

Results
molar mass: 106.194 g mol⁻¹
SMILES: NC[C@H](N)CS
HOMO level: -8.95 eV
LUMO energy: 0.7 eV

The geometry in XYZ format:
```
16
Properties=species:S:1:pos:R:3:mulliken_charge:R:1
H -0.79 1.85 0.95 0.259
H 0.12 -2.60 -0.53 0.233
H -0.71 -0.96 1.78 0.364
H -1.15 -0.49 -0.64 0.200
C -0.13 -0.40 -0.06 0.387
N -1.12 1.13 1.61 -0.566
H 1.36 0.96 -0.04 0.431
C 0.59 0.77 -0.73 -0.926
N 0.48 -1.73 -0.05 -0.584
H -2.06 0.86 1.38 0.279
H -0.23 1.61 -0.75 0.243
H 1.46 -1.72 -0.43 0.234
S 1.30 0.73 -2.51 -0.243
C -0.37 -0.02 1.40 -0.743
H 0.54 -0.32 -3.21 0.135
H 0.70 0.35 1.85 0.296
```

***

The structure shown above that is most stable: arrangement P.